# 1
An isolated molecule of C5H6O, computed with ωB97M-V/def2-TZVPD.

The geometry in XYZ format:
```
12
C5H6O (ωB97M-V/def2-TZVPD)
H -1.936 -0.325 -0.673
H 1.531 1.980 -0.075
H -1.099 2.103 -0.093
C -1.127 -0.171 0.046
C 1.272 -0.265 0.040
H -1.510 -0.274 1.066
C -0.499 1.197 -0.085
O 2.383 -0.657 0.315
H 0.068 -1.897 0.701
C 0.038 -1.151 -0.097
H 0.044 -1.691 -1.051
C 0.835 1.149 -0.093
```

The gap between HOMO and LUMO is 10.2 eV. Its SMILES is O=C1C=CCC1. As for the charge: 0. The molar mass comes out at 82.10 u. The value obtained for the electronic energy is -7329.2149 eV. The value obtained for the strongest force on any atom is 0.0091 Eh/bohr. The calculation puts the HOMO energy at -9.50 eV.

***

# 2
An isolated molecule of C5H6O at a distorted geometry, computed with ωB97M-V/def2-TZVPD.

The geometry in XYZ format:
```
12
C5H6O (ωB97M-V/def2-TZVPD)
H -1.456 -1.553 -3.082
H -0.972 0.556 1.141
C 0.880 -0.613 1.685
C -0.249 1.199 -0.969
O 0.670 1.167 0.057
H -0.477 2.199 -1.317
H 0.887 -0.322 2.745
C 0.067 0.359 0.912
C -1.083 -0.799 -2.426
H 1.908 -0.630 1.314
C -0.645 0.066 -1.694
H 0.471 -1.629 1.634
```

The gap between HOMO and LUMO (spin up / spin down) is 8.6 / 7.1 eV. As for the charge: 0. The molar mass comes out at 82.10 u. The value obtained for the electronic energy is -7324.1499 eV. The value obtained for the strongest force on any atom is 0.0365 Eh/bohr. The calculation puts the HOMO energy (spin up / spin down) at -7.66 / -7.20 eV.

***

# 3
An isolated molecule of C5H6O, computed with ωB97M-V/def2-TZVPD.

The geometry in XYZ format:
```
12
C5H6O (ωB97M-V/def2-TZVPD)
C -0.481 1.514 0.162
H -0.740 0.786 -0.617
C 1.182 -0.681 0.129
H -1.839 -1.640 0.019
O 0.932 1.651 0.313
C 0.203 -1.473 -0.065
H -0.961 1.206 1.100
C 1.688 0.542 0.136
H -0.836 2.503 -0.127
C -0.913 -2.125 -0.288
H 2.735 0.798 0.021
H -0.970 -3.082 -0.784
```

The gap between HOMO and LUMO is 8.9 eV. Its SMILES is C=C=C=COC. As for the charge: 0. The molar mass comes out at 82.10 u. The value obtained for the electronic energy is -7326.0544 eV. The value obtained for the strongest force on any atom is 0.0098 Eh/bohr. The calculation puts the HOMO energy at -8.30 eV.

***

# 4
An isolated molecule of C5H6O, computed with ωB97M-V/def2-TZVPD.

The geometry in XYZ format:
```
12
C5H6O (ωB97M-V/def2-TZVPD)
H 0.901 -1.293 -0.222
C -0.563 0.477 -1.276
C -0.218 -0.487 1.416
H -0.440 -1.511 1.780
C 0.887 -0.378 0.382
H -2.555 -0.515 -1.725
H 0.421 1.713 0.090
H 1.838 -0.334 0.928
C -1.614 -0.044 -1.553
C 0.647 0.836 -0.525
H 1.520 1.072 -1.144
O -0.823 0.464 1.849
```

The gap between HOMO and LUMO is 10.9 eV. Its SMILES is C#CCCC=O. As for the charge: 0. The molar mass comes out at 82.10 u. The value obtained for the electronic energy is -7327.2495 eV. The value obtained for the strongest force on any atom is 0.0123 Eh/bohr. The calculation puts the HOMO energy at -9.97 eV.

***

# 5
An isolated molecule of C5H6O, computed with ωB97M-V/def2-TZVPD.

The geometry in XYZ format:
```
12
C5H6O (ωB97M-V/def2-TZVPD)
C 0.652 -1.030 -0.275
O 0.597 1.383 0.158
C -0.542 -1.144 0.311
C -1.335 0.063 0.543
H 1.157 0.580 -1.659
H -0.933 -2.116 0.603
C -0.726 1.247 0.424
H 1.239 -1.899 -0.562
H 2.277 0.373 -0.300
H -1.216 2.206 0.562
H -2.391 0.008 0.780
C 1.220 0.330 -0.586
```

The gap between HOMO and LUMO is 9.1 eV. Its SMILES is C1=CCOC=C1. As for the charge: 0. The molar mass comes out at 82.10 u. The value obtained for the electronic energy is -7328.2308 eV. The value obtained for the strongest force on any atom is 0.0053 Eh/bohr. The calculation puts the HOMO energy at -8.04 eV.

***

# 6
An isolated molecule of C5H6O at a distorted geometry, computed with ωB97M-V/def2-TZVPD.

The geometry in XYZ format:
```
12
C5H6O (ωB97M-V/def2-TZVPD)
C 0.334 0.251 1.418
O 0.788 -0.805 -0.704
C 0.495 0.508 -0.080
H -0.425 -0.522 1.562
H -0.503 -2.358 -1.085
C -1.469 -0.340 -1.101
H 1.304 1.221 -0.252
C -0.492 -1.284 -0.954
H 1.274 -0.113 1.845
H 0.032 1.135 1.988
H -0.622 1.533 -1.706
C -0.715 0.773 -0.932
```

The gap between HOMO and LUMO (spin up / spin down) is 7.7 / 7.7 eV. Its SMILES is C[C@@H]1C=C=CO1. As for the charge: 0. The molar mass comes out at 82.10 u. The value obtained for the electronic energy is -7324.9009 eV. The value obtained for the strongest force on any atom is 0.0195 Eh/bohr. The calculation puts the HOMO energy (spin up / spin down) at -8.45 / -8.45 eV.

***

# 7
A structure of composition C5H6O, computed with ωB97M-V/def2-TZVPD.

The geometry in XYZ format:
```
12
C5H6O (ωB97M-V/def2-TZVPD)
H -0.618 0.350 1.702
C 1.296 0.441 -0.127
H -1.068 -1.727 -0.446
C -0.557 -0.780 -0.257
C -1.172 0.164 0.784
H 0.277 1.938 -1.461
H 1.339 -1.576 0.799
H 2.203 0.958 0.166
O -0.541 0.019 -1.454
C 0.860 -0.806 0.208
C 0.227 1.001 -0.903
H -2.247 0.018 0.988
```

The gap between HOMO and LUMO (spin up / spin down) is 8.3 / 7.8 eV. As for the charge: 0. The molar mass comes out at 82.10 u. The value obtained for the electronic energy is -7325.1095 eV. The value obtained for the strongest force on any atom is 0.0105 Eh/bohr. The calculation puts the HOMO energy (spin up / spin down) at -8.22 / -7.72 eV.

***

# 8
An isolated molecule of C5H6O, computed with ωB97M-V/def2-TZVPD.

The geometry in XYZ format:
```
12
C5H6O (ωB97M-V/def2-TZVPD)
O -2.261 -1.040 -0.481
H -0.890 1.458 0.759
H -2.579 -0.286 1.359
C -1.928 -0.366 0.463
H -0.109 0.059 1.448
C 2.768 -0.415 -0.237
H 3.783 -0.701 -0.073
C 0.233 0.271 -0.711
C -0.634 0.411 0.551
H -0.221 -0.495 -1.349
H 0.215 1.201 -1.288
C 1.625 -0.097 -0.443
```

The gap between HOMO and LUMO is 10.8 eV. Its SMILES is C#CCCC=O. As for the charge: 0. The molar mass comes out at 82.10 u. The value obtained for the electronic energy is -7327.4150 eV. The value obtained for the strongest force on any atom is 0.0100 Eh/bohr. The calculation puts the HOMO energy at -9.89 eV.